(1)
Here is C59H76ClCsN7O4PS as an isolated structure from OMol25. Energies are from ωB97M-V with the def2-TZVPD basis set.

Last column: Mulliken charge in e.
Cartesian coordinates (Å):
C: 5.888 -3.636 2.667  -0.99
C: 0.340 4.758 -3.748  -0.57
C: 4.142 2.184 1.075  -0.47
C: -2.914 1.357 1.258  -1.14
O: -0.537 1.742 -1.480  -0.43
C: 0.369 6.977 1.477  -0.40
H: -0.597 -0.072 3.216  -0.95
H: -1.750 2.127 -3.457  0.04
C: -1.493 -4.297 -1.730  0.36
C: -0.808 -1.006 -4.663  -0.72
H: -1.473 -1.574 1.335  -0.42
C: 1.602 2.360 3.495  -1.28
H: -2.029 0.797 3.787  0.35
C: -3.278 -2.458 1.119  -0.26
C: -0.951 4.499 -5.775  1.23
C: -0.057 6.243 2.571  -0.91
H: 3.556 1.491 0.481  0.56
H: -3.519 -0.949 3.077  0.44
H: 7.575 -2.393 2.179  0.37
C: 0.226 -0.246 -5.493  0.30
H: 0.714 -1.367 -7.320  0.29
Cl: 2.687 1.780 -3.597  -0.78
H: -2.856 2.455 1.286  0.41
C: 2.501 -5.478 0.839  -0.35
C: 1.330 6.431 0.628  -0.71
H: 1.666 6.988 -0.240  0.38
H: 4.036 -4.659 3.014  0.43
C: 1.958 2.975 2.099  1.93
Cs: 1.017 -0.014 -0.252  2.27
C: 4.390 -1.882 1.129  0.01
C: 0.983 -1.346 -6.261  -0.85
C: -3.362 0.934 -0.154  -0.04
H: 3.787 -1.217 0.518  0.53
H: 0.551 -5.139 -4.180  0.42
H: -2.338 2.863 -5.771  0.34
H: -2.213 -1.667 4.001  0.54
C: -2.161 -5.572 -2.270  -0.86
H: 0.553 5.997 -5.484  0.24
C: -0.020 -5.380 -3.283  -0.74
C: 5.655 3.917 2.636  -0.87
N: -2.138 -2.060 1.930  0.37
H: 4.879 -4.253 -2.368  0.53
H: -0.781 5.848 -7.448  0.36
N: -1.681 0.729 1.679  1.83
C: 0.478 4.981 2.824  -0.32
C: 4.104 -3.545 -2.067  -0.26
H: -1.733 -1.170 -5.234  0.29
C: 5.526 2.223 0.943  -0.57
H: -0.033 -3.288 -6.248  0.48
C: 4.036 -0.185 4.828  -1.35
H: 2.601 -7.461 0.026  0.34
C: 2.699 -4.056 -2.416  0.04
H: 3.776 4.552 3.454  0.39
C: -2.446 -1.175 3.049  -1.06
C: 6.510 -2.554 2.056  -0.93
H: -1.239 -6.162 1.409  0.33
C: -1.644 0.133 2.991  0.58
C: -1.291 2.998 -3.910  -0.54
H: -2.338 5.020 -7.345  0.33
H: 1.139 5.243 -3.201  0.47
C: 3.442 1.026 4.525  -0.67
H: -2.097 -3.407 -1.924  0.25
H: 6.467 -4.328 3.270  0.33
H: -2.898 -3.101 0.321  -0.33
H: -0.044 7.960 1.279  0.38
N: 1.977 -2.867 -2.900  0.75
H: 0.607 -2.374 2.926  -0.53
C: 0.017 5.168 -5.035  -0.84
H: 4.939 -0.224 5.427  0.39
H: 4.180 -3.399 -0.989  -0.43
H: -0.911 4.148 -7.897  0.29
H: -0.846 1.262 1.455  -0.77
H: 1.863 3.044 4.310  0.65
H: -2.423 -0.823 -0.576  -0.07
N: -3.370 -0.493 -0.432  0.05
C: 4.521 -3.826 2.515  0.47
H: 0.123 4.422 3.681  0.33
C: 4.212 -2.192 -2.775  -0.79
H: 0.896 0.312 -4.834  -0.58
H: 2.622 -1.303 -1.638  -1.28
H: -0.731 5.200 -0.753  0.41
N: 1.734 -0.085 3.273  0.37
H: 1.458 -3.261 -5.292  0.34
H: 3.862 1.961 4.873  0.46
H: 2.569 4.733 0.196  0.34
H: -0.242 0.482 -6.159  0.48
H: -3.948 -3.081 1.725  0.45
H: -2.000 -6.404 -1.580  0.38
H: -3.694 1.088 1.980  0.47
H: 2.748 -4.816 -3.204  0.32
C: 4.273 3.883 2.757  -0.25
C: 0.619 -6.976 0.693  -0.78
C: 6.287 3.085 1.719  -0.66
C: 2.303 -1.262 3.566  -0.24
H: 2.567 -0.848 -3.350  -0.64
C: 5.754 -1.678 1.289  -0.82
H: -0.300 -3.978 1.972  0.19
C: 1.716 -4.478 1.409  0.33
O: -0.191 -1.654 -1.927  0.09
H: 2.205 -4.494 -1.548  -0.26
P: 0.338 -2.688 -2.838  -1.00
H: 6.006 1.582 0.214  0.56
C: 0.359 -4.753 1.597  -0.34
C: 3.502 3.019 1.984  -0.43
C: 3.450 -1.343 4.361  -0.33
H: 4.934 -1.524 -2.306  0.38
C: 2.279 1.040 3.759  -0.25
H: 4.486 -2.308 -3.827  0.39
N: -0.207 -4.208 -2.436  0.62
H: 6.228 -0.824 0.820  0.24
C: -1.598 3.410 -5.196  -0.83
N: -0.181 -2.305 -4.388  0.42
H: 0.527 -6.161 -2.738  0.32
C: 3.754 -2.956 1.743  0.10
C: -1.442 -5.837 -3.593  -0.88
H: -1.858 -5.203 -4.381  0.26
H: -0.811 6.649 3.236  0.37
H: 3.549 -5.286 0.643  0.29
C: -1.263 4.905 -7.192  -1.49
C: -4.113 -1.340 0.485  -0.82
H: 0.195 -7.935 0.416  0.39
C: 0.582 -2.675 -5.576  -0.48
C: 1.849 5.173 0.877  -0.31
C: -0.180 -5.984 1.254  -0.44
C: -1.009 4.156 -0.612  -0.73
S: 0.106 3.097 -1.545  1.37
H: -4.368 1.342 -0.325  0.24
C: 1.963 -6.710 0.481  -0.88
O: 1.400 2.257 1.111  -0.25
H: 6.237 4.600 3.245  0.38
H: -1.058 -0.511 -3.728  0.19
H: 7.365 3.115 1.607  0.36
C: 1.438 4.425 1.986  -0.37
H: -4.957 -1.821 -0.033  0.55
C: 2.217 -3.034 1.643  1.05
H: 1.823 -3.314 3.814  0.49
H: -3.237 -5.444 -2.394  0.36
H: -2.693 1.391 -0.881  -0.37
H: -1.497 -6.879 -3.917  0.46
H: 2.060 -1.186 -6.200  0.29
C: 1.678 -2.536 3.056  -0.50
H: -2.033 3.967 -0.934  0.67
C: 2.798 -1.658 -2.657  0.86
H: 0.520 2.212 3.500  0.46
H: -0.848 3.871 0.428  -0.31
H: -4.565 -0.732 1.277  0.28
H: -1.323 -4.358 -0.654  -0.85
C: -0.330 3.687 -3.187  -0.21
H: 3.873 -2.312 4.585  0.58
O: 1.729 -2.259 0.663  -0.41

F_max = 1.26 eV Å⁻¹
energy = -4198.117534 Eh
net charge = -2
multiplicity = 1

***

(2)
Here is C58H60BiBrFN7O10 as an isolated structure from OMol25. Energies are from ωB97M-V with the def2-TZVPD basis set.

Last column: Mulliken charge in e.
Cartesian coordinates (Å):
H: -1.607 -3.484 -0.883  -0.14
H: 0.458 -5.660 2.464  0.44
C: -1.220 -1.508 -1.397  0.52
C: -4.756 -3.349 -0.221  0.02
C: -5.828 -1.206 -0.088  0.03
H: -4.485 3.679 -0.889  0.42
H: 0.580 -6.794 0.485  0.42
H: -3.776 4.047 1.245  0.54
C: -3.167 1.032 -1.734  -1.94
C: 5.714 3.392 -2.352  1.97
C: 1.740 1.767 3.762  0.64
C: 4.619 2.627 -1.613  0.08
C: -0.250 -4.257 1.003  1.15
H: -1.039 -6.821 1.221  0.45
O: 3.850 3.015 5.163  -0.69
C: 2.639 1.161 -0.089  -0.37
H: -5.042 -0.081 6.454  0.36
H: 3.941 5.448 5.041  0.22
C: -4.658 -0.468 -3.065  -0.63
C: -3.131 3.300 0.758  -0.79
H: 2.665 -1.248 1.465  -0.15
H: -0.878 -0.151 -6.456  0.46
C: 0.694 -3.631 3.118  -1.32
N: -3.622 -1.308 -0.965  1.93
C: 1.403 5.356 2.999  0.21
C: 1.769 -0.260 -2.788  -0.71
C: 5.173 -0.165 1.805  -1.60
C: -4.048 -2.741 -3.665  -1.26
C: 2.441 0.805 -3.358  -0.15
C: 5.552 -1.293 -0.398  -2.04
H: 7.462 4.592 -1.834  0.48
H: 2.274 -0.864 -2.043  0.25
H: 2.969 3.950 -2.067  0.39
C: 2.430 6.002 3.780  0.11
C: -2.653 -1.623 -1.974  -0.42
H: 6.506 -0.763 -0.436  0.42
C: -4.938 -1.603 -3.722  -1.04
H: 0.592 -2.152 -1.942  0.56
O: -0.099 2.346 5.145  -0.79
H: 0.481 3.547 2.427  0.86
H: 7.028 1.674 -2.689  0.33
C: 1.785 1.634 -4.255  -0.67
H: 0.775 -1.529 3.499  0.34
H: -4.353 2.782 2.919  0.04
O: 1.762 0.586 0.646  -0.04
N: 3.204 5.072 4.464  -0.02
C: -6.939 -1.783 0.504  -0.98
O: 2.647 7.197 3.874  -0.70
O: -1.061 -0.314 -0.798  -0.35
H: -7.818 -3.615 1.214  0.38
H: 5.984 0.545 1.624  0.26
C: 6.669 4.028 -1.331  -1.78
C: -3.719 -5.457 -0.602  -1.19
C: -1.455 -0.702 -5.705  -1.12
H: -2.278 1.437 -2.223  0.23
H: 1.116 -3.911 4.076  0.39
C: -0.473 -6.532 0.329  -1.31
C: -4.728 -1.972 -0.467  0.10
C: -3.792 0.743 3.389  1.02
C: -4.564 -0.205 5.491  -0.89
H: 4.445 0.315 2.463  0.09
C: -2.922 -2.699 -2.938  -0.13
C: 2.373 2.342 -0.827  0.21
N: -1.072 -2.692 -0.566  0.56
H: 5.936 1.095 -0.949  0.19
H: -3.002 -2.545 3.578  0.45
C: 3.431 -1.630 0.803  -1.89
C: -3.586 -0.379 -2.057  0.96
C: -5.871 -3.927 0.375  -0.77
H: 5.847 1.948 -3.972  0.30
C: 0.300 1.551 4.292  0.03
Bi: -0.684 0.207 1.273  2.31
C: -6.965 -3.150 0.736  -0.83
H: -2.118 3.708 0.751  -0.06
H: -2.160 -3.462 -3.047  0.42
H: -2.807 -5.805 -1.083  0.22
O: -2.655 -0.727 1.849  0.36
N: -3.925 1.710 -0.992  -0.03
H: 4.644 5.272 -2.630  0.36
N: -0.145 -1.693 -2.463  -0.03
H: 5.935 4.981 -3.799  0.46
H: 5.184 -1.404 -1.420  0.31
C: -3.415 -1.591 3.886  -0.74
H: -3.780 -5.892 0.401  0.27
O: -0.303 0.549 3.805  -0.63
C: 0.438 -0.563 -3.088  -0.15
H: -4.242 -3.584 -4.319  0.44
C: 3.991 0.690 -0.215  0.61
H: 5.582 -1.038 2.324  0.50
C: -4.434 0.860 4.624  -0.64
O: -3.630 -4.056 -0.557  0.27
H: 3.458 1.018 -3.050  0.59
C: 0.310 -4.619 2.213  -0.44
C: 4.508 -0.583 0.486  2.45
H: 5.750 -2.289 0.005  0.48
H: -5.239 0.430 -3.239  0.42
H: 4.402 4.103 -3.935  0.25
H: -4.586 -5.783 -1.186  0.50
H: -4.831 1.832 4.902  0.32
C: -3.243 -0.508 2.995  -0.41
C: 4.911 1.446 -0.928  -1.25
F: 0.582 6.137 2.274  -0.34
H: -0.851 -7.087 -0.528  0.30
C: -0.058 -1.922 1.571  1.21
H: 2.284 2.496 -4.682  0.33
H: -0.076 1.964 -5.290  0.46
C: 1.259 4.025 3.006  -0.20
N: 2.079 3.190 3.713  0.41
N: -3.085 2.058 1.480  0.54
C: 0.510 -2.303 2.788  -0.90
C: -3.744 1.938 2.552  -1.12
C: -3.580 3.092 -0.717  -0.66
H: -5.885 -4.987 0.585  0.45
Br: 0.580 2.991 -0.836  -0.05
C: 3.088 3.689 4.497  0.42
O: -1.469 -0.005 -4.471  -0.27
H: -1.023 -1.699 -5.585  0.32
H: 2.929 -1.973 -0.104  0.36
C: -0.187 0.258 -4.032  0.37
C: 0.471 1.347 -4.585  -0.35
C: 3.302 3.061 -1.550  -0.64
O: -0.630 -5.171 0.029  -0.28
C: 6.511 2.446 -3.261  -1.66
C: 5.133 4.502 -3.229  -1.99
H: 6.122 4.707 -0.674  0.37
H: -4.134 -2.297 5.764  0.37
H: -2.488 -0.795 -6.031  0.28
H: 1.872 1.327 2.772  -0.87
H: 3.912 -2.495 1.272  0.60
H: -2.800 3.465 -1.395  0.36
H: -7.771 -1.159 0.807  0.39
C: -0.464 -2.902 0.665  -0.68
C: -4.046 -1.442 5.100  -0.69
H: 7.133 3.262 -0.707  0.27
H: -5.760 -0.135 -0.247  0.38
H: 2.434 1.301 4.458  0.37
H: 7.264 3.006 -3.825  0.49
H: -5.784 -1.639 -4.399  0.39

F_max = 0.51 eV Å⁻¹
energy = -6270.434465 Eh
net charge = -2
multiplicity = 1

***

(3)
Here is a 2-piece molecular cluster, C3H6N overall from OMol25. Energies are from ωB97M-V with the def2-TZVPD basis set.

Last column: Mulliken charge in e.
Cartesian coordinates (Å):
H: -2.637 -0.445 0.980  0.36
H: -2.276 -1.337 -0.357  0.35
H: 2.587 -0.236 0.850  0.31
H: -2.874 0.287 -0.635  0.35
H: 2.480 0.088 -0.944  0.32
C: 2.184 0.316 0.061  -0.61
C: -0.372 0.189 -0.043  -0.03
C: -2.497 -0.385 0.009  -0.50
N: 0.776 0.259 -0.052  0.12
H: 2.629 1.264 0.131  0.33

F_max = 5.21 eV Å⁻¹
energy = -172.259853 Eh
net charge = +1
multiplicity = 1

***

(4)
Here is C5H10O in the gas phase from OMol25. Energies are from ωB97M-V with the def2-TZVPD basis set.

Last column: Mulliken charge in e.
Cartesian coordinates (Å):
C: -0.267 -0.439 -0.115  -0.36
H: 1.976 -1.860 -0.812  0.28
H: -3.391 -0.386 -0.660  0.23
C: 1.028 0.010 0.013  0.55
H: 1.154 1.891 1.227  0.21
C: 1.350 1.497 0.088  -0.85
C: -2.702 -0.199 0.238  -0.54
H: -0.403 -1.463 -0.158  0.44
H: 2.202 -1.740 0.982  0.26
H: -3.001 0.524 1.092  0.24
C: 2.093 -1.090 0.086  -1.18
H: -2.583 -1.287 0.721  0.26
H: 0.464 2.027 -0.560  0.24
H: 3.073 -0.631 -0.233  0.30
O: -1.369 0.333 -0.397  -0.38
H: 2.439 1.591 -0.286  0.30

F_max = 3.36 eV Å⁻¹
energy = -271.639229 Eh
multiplicity = 1
structure (SMILES) = COC=C(C)C

***

(5)
Here is C19H25N3O2 as an isolated structure from OMol25. Energies are from ωB97M-V with the def2-TZVPD basis set.

Last column: Mulliken charge in e.
Cartesian coordinates (Å):
H: 6.694 -0.447 -0.189  0.20
H: -2.621 0.112 -2.168  0.52
H: -2.939 -0.917 1.783  0.29
C: -5.379 0.332 1.560  -1.47
N: 0.837 -1.483 0.505  -0.29
C: 4.667 0.032 0.348  0.56
H: -6.586 -0.924 -0.857  0.43
C: -3.952 0.227 -0.694  1.06
C: -4.153 0.712 0.976  0.61
C: -6.717 0.786 0.884  -1.35
H: -1.474 1.870 0.719  0.20
H: -4.191 -0.848 -0.497  0.33
H: -0.677 0.046 1.281  0.37
H: 2.622 0.803 0.769  0.17
H: 5.292 3.777 -0.902  0.16
C: -5.312 0.645 -1.288  -1.47
C: 3.803 2.233 0.111  -0.76
H: 2.983 2.930 0.312  0.40
H: -5.427 0.594 2.393  0.95
C: -1.493 0.639 0.772  -0.44
N: -1.521 -0.008 -0.544  0.12
H: 3.574 -2.798 1.518  0.26
C: -2.790 0.514 -1.224  -1.91
C: 0.237 -1.357 -0.466  0.31
H: -2.776 0.607 2.618  0.03
H: -2.871 1.734 -1.113  0.23
C: 6.009 0.512 -0.183  -0.45
C: 2.093 -1.412 0.277  0.05
C: 3.639 0.847 0.332  0.44
C: -6.611 0.156 -0.793  -0.91
C: 6.235 1.706 -0.577  -0.56
C: -2.840 0.375 1.308  -0.73
H: -5.259 0.217 -2.155  0.64
C: 5.136 2.673 -0.384  -0.34
H: -5.279 1.733 -1.460  0.42
H: -6.648 1.716 0.712  0.69
O: 4.441 -1.216 0.674  -0.42
H: 2.843 -1.075 2.085  0.30
C: -1.311 -1.290 -0.608  -0.49
H: -1.836 -2.047 -0.005  0.40
H: -5.357 -0.833 1.597  0.38
O: 1.069 -1.753 -1.653  -0.21
H: -1.557 -1.612 -1.728  0.35
C: 3.296 -1.731 1.247  -0.33
N: 2.197 -1.584 -1.135  -0.24
H: -7.531 0.224 1.206  0.41
H: -4.071 1.869 0.703  0.20
H: 7.177 1.832 -0.946  0.48
H: -7.391 0.727 -1.218  0.39

F_max = 14.88 eV Å⁻¹
energy = -1053.128999 Eh
multiplicity = 1

***

(6)
Here is a 10-piece molecular cluster, C17H54O12 overall from OMol25. Energies are from ωB97M-V with the def2-TZVPD basis set.

Last column: Mulliken charge in e.
Cartesian coordinates (Å):
H: -1.407 -1.024 2.264  0.68
O: 2.647 -0.188 5.333  -0.56
H: -2.860 -1.556 -2.158  0.24
H: 2.415 -2.494 2.384  -0.06
H: -0.842 0.421 -0.553  -0.45
O: -4.991 3.286 -2.050  -0.51
H: -3.657 0.952 -0.821  -0.14
H: -4.381 -0.749 -4.125  0.16
H: -3.794 1.923 -3.117  0.28
H: 2.741 -2.910 3.955  0.42
H: -4.070 -2.466 -4.404  0.39
H: 2.624 5.240 -0.930  0.30
H: 4.604 -2.093 -0.258  0.27
C: 3.244 -4.580 2.402  0.09
H: 2.357 -5.100 2.765  0.26
H: 0.593 -2.336 -5.576  0.29
H: 2.008 -1.631 -1.381  0.22
O: 3.846 -2.242 -0.829  -0.50
H: 1.120 -1.625 -3.586  0.19
H: -5.479 1.691 -3.224  0.35
H: -4.926 0.029 -1.645  0.15
O: -0.492 4.530 0.429  -0.50
H: -5.870 2.054 -0.406  0.31
H: 2.136 -1.727 -5.709  0.29
C: 2.402 0.332 4.050  0.47
C: -4.623 1.025 -1.322  0.18
C: 1.126 -1.391 -5.473  -0.74
H: 1.789 0.838 -1.192  0.48
H: 0.431 4.608 0.180  0.24
C: -1.285 3.618 -1.705  -0.34
O: 1.182 -1.183 -1.185  -0.39
H: 3.247 0.977 3.808  0.38
H: -2.055 2.898 -1.428  -0.24
O: -1.917 -0.342 -3.338  -0.44
O: -1.906 -1.623 2.825  -0.55
C: -2.016 -1.167 5.134  -0.89
H: -5.830 3.229 -1.587  0.33
C: -1.086 4.792 -0.796  -0.44
H: -2.569 -0.536 5.830  0.32
H: -3.130 -1.244 -5.242  0.32
O: -5.668 1.116 -0.374  -0.56
H: 2.109 0.014 0.210  0.38
H: -2.257 -2.138 5.565  0.34
C: 1.337 0.076 -0.557  -0.78
C: -4.711 2.054 -2.541  -0.41
H: 4.483 -6.035 2.273  0.31
H: 1.258 2.123 4.681  0.36
H: -0.507 5.539 -1.339  0.28
H: 3.401 -4.618 1.324  -0.13
H: -1.829 -2.273 -3.327  0.40
C: 1.234 1.182 4.131  -0.38
H: 4.044 -2.556 2.755  0.30
H: -0.945 -0.988 5.231  0.11
C: -2.678 -0.911 3.695  -0.23
H: 1.022 1.498 3.109  -0.09
H: -1.597 3.934 -2.701  0.48
H: 3.068 -3.343 -2.239  0.12
O: 2.364 4.321 -1.027  -0.49
H: -2.009 5.271 -0.470  0.31
H: 2.257 -0.510 3.374  -0.40
H: 0.176 1.528 0.411  -0.17
H: -3.758 -0.763 3.657  0.33
O: -0.165 -0.236 1.364  -0.60
O: 1.003 -0.877 -4.176  -0.30
H: 1.895 3.261 0.583  -0.18
H: 4.916 -3.290 -2.125  0.32
H: 3.183 4.423 0.944  0.36
H: 3.911 -4.314 -1.040  0.20
C: -2.547 -1.464 -3.198  -0.01
C: 3.121 -3.101 2.952  -0.64
C: 3.959 -3.387 -1.613  -0.45
H: -1.052 -0.463 -2.938  0.17
C: -3.598 -1.490 -4.288  -1.22
H: -2.144 0.022 3.517  0.14
C: 2.808 3.719 0.201  -0.24
H: 3.630 3.011 0.102  0.27
H: -0.274 3.241 -1.859  0.19
C: -0.030 0.485 0.172  0.80
H: 0.765 -0.634 -6.169  0.25
H: 0.422 0.559 4.506  -0.11
H: 0.294 -1.073 1.258  0.29
O: 4.355 -5.310 2.889  -0.53
H: 3.430 0.165 5.759  0.30

F_max = 6.29 eV Å⁻¹
energy = -1582.686628 Eh
multiplicity = 1
structure (SMILES) = OCCO.OCCO.CCO.CCO.CCO.CCO.CCO.CO.CO.CO

***

Energy above the lowest of the compared OMol25 structures with the same formula, charge and spin: 0.0 110.3 259.3 297.7 1801.4 724.9 (kJ/mol)
HOMO: -2.56 -2.72 -17.30 -8.00 -8.03 -9.32 (eV)